49
Properties=species:S:1:pos:R:3:forces:R:3:lowdin_charge:R:1 method="wB97M-V/def2-TZVPD" total_energy_ev=-82800.472 homo_lumo_gap_ev=7.014 homo_ev=-2.14 charge=-2 lumo_energy_ev=4.871 de_lowest_ev=0.000
Lu -0.690218 0.032147 -0.029780 -0.0333 0.3457 0.1828 1.581
O 3.671891 0.737029 0.471543 0.0752 -0.0547 -0.0129 0.011
C 2.619597 0.272657 0.039986 -0.0733 -0.0287 0.0776 -0.616
O 1.443298 0.646510 0.382415 0.0507 0.0062 -0.0855 -0.168
C 2.674787 -0.770934 -1.086050 0.0617 -0.0453 -0.0404 -0.099
C 1.881140 -0.230295 -2.288458 -0.0682 0.0833 0.0418 -0.245
C 2.240761 -0.988172 -3.569154 0.0203 0.0014 -0.0220 -0.096
C 1.503444 -2.332136 -3.345230 0.0038 -0.0521 -0.0094 -0.093
C 0.887626 -2.116867 -1.963145 -0.2294 0.1412 0.0393 -0.242
O 0.553384 -0.707230 -2.017198 0.1438 -0.1633 -0.0482 -0.174
C 1.957132 -2.152830 -0.864146 0.1507 -0.0548 0.0056 -0.099
C 1.342606 -2.400284 0.527346 -0.1038 0.0857 0.0616 -0.615
O 1.942887 -3.118978 1.319387 0.1016 -0.0191 -0.0291 0.019
O 0.200664 -1.851149 0.730336 -0.0385 -0.0310 -0.0875 -0.183
H 3.723548 -0.927984 -1.337468 -0.0139 0.0527 0.0225 0.140
H 1.848825 0.854581 -2.369816 0.0489 -0.0156 -0.0148 0.163
H 1.855415 -0.467001 -4.445608 -0.0036 0.0043 0.0082 0.109
H 3.320265 -1.100008 -3.678989 -0.0008 0.0051 0.0049 0.107
H 0.714502 -2.476508 -4.082684 -0.0009 -0.0050 0.0065 0.113
H 2.166475 -3.198197 -3.365124 0.0031 0.0064 0.0044 0.108
H -0.027413 -2.663227 -1.748387 0.0520 -0.0470 -0.0279 0.158
H 2.676146 -2.954471 -1.039807 -0.0479 -0.0106 0.0410 0.141
N -0.532611 2.467039 0.547546 -0.1910 -0.1850 0.1520 -0.100
C -0.322967 3.270707 -0.648794 0.0681 0.0587 -0.0631 -0.188
C -1.082956 2.699743 -1.849719 -0.0150 -0.0043 -0.0503 -0.587
O -1.300199 3.443240 -2.824673 0.0176 0.0186 0.0161 -0.053
N -1.398724 1.421728 -1.709563 0.0360 0.1445 -0.0069 -0.100
C -2.082672 0.790877 -2.809432 -0.0848 -0.1187 -0.2226 -0.165
C -2.346140 -0.690050 -2.509035 0.0775 -0.0347 0.0303 -0.662
O -2.787045 -1.418086 -3.397166 -0.0438 0.0556 -0.0341 -0.020
O -2.059280 -1.071895 -1.312136 -0.1357 -0.1569 -0.0901 -0.214
H 0.197659 2.579688 1.238530 0.0122 0.0166 -0.0241 0.081
H -1.444108 2.602897 0.973323 0.0510 0.1108 -0.0051 0.029
H -0.600390 4.323997 -0.537190 -0.0229 -0.0297 0.0091 0.102
H 0.743623 3.238745 -0.890084 -0.0173 0.0103 -0.0054 0.113
H -3.045021 1.268751 -3.035199 0.0193 0.0063 0.0650 0.120
H -1.516125 0.840882 -3.747654 0.0355 0.0088 0.0560 0.117
S -2.742095 0.432343 1.803710 0.0491 -0.1532 0.0397 0.482
C -2.069302 0.279839 3.421327 0.0226 0.0662 -0.0194 -0.715
C -2.659064 0.960301 4.496448 -0.0298 0.0386 -0.0091 -0.161
C -2.156157 0.860805 5.783328 0.0068 -0.0130 0.0420 -0.139
C -1.039450 0.076256 6.047579 -0.0030 0.0080 -0.0094 -0.143
C -0.446764 -0.608443 4.993708 0.0002 -0.0092 -0.0062 -0.109
C -0.951423 -0.515846 3.705348 0.0483 -0.0956 0.0224 -0.120
H -3.526888 1.579666 4.302342 -0.0006 -0.0025 -0.0242 0.080
H -2.643754 1.405598 6.585725 0.0178 -0.0060 0.0131 0.082
H -0.639746 -0.000185 7.051882 -0.0021 0.0040 0.0089 0.078
H 0.422339 -1.233628 5.162716 0.0093 0.0099 0.0309 0.096
H -0.477506 -1.091623 2.917163 -0.0236 0.0472 -0.0344 0.077

---

44
Properties=species:S:1:pos:R:3:forces:R:3:lowdin_charge:R:1 method="wB97M-V/def2-TZVPD" total_energy_ev=-49209.534 homo_lumo_gap_ev=8.631 smiles="Cc1cccc(OCc2nnc(SCC(=O)c3cccs3)n2C)c1C" homo_ev=-8.53 lumo_energy_ev=0.099 de_lowest_ev=1.411
C -4.174093 -1.377358 1.817424 0.0279 0.0257 -0.0500 -0.045
C -3.111058 -1.199903 0.776553 0.1190 -0.0027 -0.1160 -0.235
C -2.327460 -2.279682 0.389300 0.0426 -0.0660 -0.0071 -0.052
C -1.342935 -2.123659 -0.564478 -0.0752 0.0017 0.0225 -0.085
C -1.116611 -0.888329 -1.146656 0.1005 0.1566 -0.2146 -0.014
C -1.898542 0.194562 -0.772215 -0.1181 -0.1175 0.1537 -0.201
O -1.761612 1.461156 -1.302668 -0.2545 -0.1866 0.1823 -0.074
C -0.720769 1.709059 -2.219978 0.1568 0.1055 -0.2350 -0.111
C 0.628022 1.620427 -1.593183 -0.0629 0.1077 0.0599 -0.293
N 1.602043 0.844835 -1.981050 -0.8293 -0.2554 -0.7497 0.088
N 2.644728 1.035437 -1.163215 0.7436 0.4991 0.4120 0.026
C 2.286527 1.921292 -0.272096 -0.0742 0.1598 -0.0027 -0.626
S 3.245815 2.470532 1.070395 0.3133 0.1443 0.2056 0.991
C 4.110647 0.898517 1.399684 -0.2993 0.4225 -0.0272 -0.381
C 3.055811 -0.191812 1.506401 -0.0431 0.0757 0.2936 -0.513
O 2.174015 -0.131635 2.338310 0.1863 0.0139 -0.0660 0.077
C 3.121621 -1.259556 0.528638 0.0482 -0.8956 -0.3961 -0.475
C 2.134216 -2.196740 0.319335 0.3104 0.4377 0.2685 -0.096
C 2.434331 -3.079569 -0.725066 0.0787 -0.1263 -0.1863 -0.175
C 3.645872 -2.817189 -1.295863 0.2377 0.2475 0.1217 -0.390
S 4.433584 -1.484795 -0.581365 -0.4911 -0.3363 0.1893 1.063
N 1.007133 2.337539 -0.493983 0.4441 -0.6177 -0.3416 -0.034
C 0.253520 3.286920 0.271876 -0.2950 0.4380 0.2468 -0.008
C -2.904681 0.047898 0.191688 0.1038 0.1322 -0.1142 -0.157
C -3.746148 1.224077 0.590947 0.0723 -0.0127 -0.0731 -0.027
H -5.157609 -1.154462 1.404592 -0.1112 0.0131 0.0475 0.083
H -4.179636 -2.398701 2.188788 -0.0281 -0.0418 0.0449 0.075
H -4.006564 -0.703428 2.656446 -0.0622 0.0334 0.1048 0.084
H -2.491490 -3.246674 0.841969 -0.0298 -0.0910 0.0568 0.107
H -0.739497 -2.966296 -0.865881 0.0720 -0.0810 -0.0302 0.097
H -0.327449 -0.785826 -1.873616 0.0717 0.0121 -0.0584 0.096
H -0.901626 2.730432 -2.573975 -0.0145 -0.1936 -0.0221 0.140
H -0.755411 1.025433 -3.075650 0.0500 0.0975 0.0877 0.137
H 4.831695 0.724146 0.604291 0.0316 0.0018 0.1205 0.040
H 4.608727 1.044086 2.358073 0.0117 -0.0522 -0.0370 0.091
H 1.227958 -2.211865 0.897988 -0.1352 0.0442 0.1217 0.115
H 1.788307 -3.876800 -1.045968 -0.0934 -0.1427 -0.0845 0.099
H 4.119162 -3.337550 -2.105546 0.0696 -0.1276 -0.1617 0.064
H 0.590260 3.246878 1.308309 -0.0742 -0.0134 -0.0462 0.081
H 0.409581 4.297688 -0.112509 -0.0489 -0.0289 0.0557 0.103
H -0.803771 3.033400 0.216104 0.0770 0.0331 0.0505 0.091
H -4.804146 0.989315 0.484910 -0.0979 0.0445 0.0355 0.083
H -3.565352 1.484666 1.633896 -0.0507 0.0712 0.0831 0.088
H -3.517132 2.083516 -0.030941 -0.0800 0.0699 0.0552 0.072

---

46
Properties=species:S:1:pos:R:3:forces:R:3:lowdin_charge:R:1 method="wB97M-V/def2-TZVPD" total_energy_ev=-53305.803 homo_lumo_gap_ev=8.268 smiles="CCOc1ccccc1NC(=O)CNS(=O)(=O)c1ccc2nc(C)sc2c1" homo_ev=-8.07 lumo_energy_ev=0.201 de_lowest_ev=0.142
C -3.740581 -2.933078 0.566712 -0.0614 0.4560 -0.0046 -0.051
C -4.276548 -1.542514 0.872129 -0.1556 -0.4441 0.2299 -0.244
O -3.746973 -0.655149 -0.096757 0.1732 0.3082 -0.1794 -0.068
C -3.714513 0.680221 0.188525 0.0573 0.2421 -0.0125 -0.211
C -4.563332 1.326183 1.071813 -0.0048 -0.2561 -0.0733 -0.018
C -4.446869 2.694741 1.269985 0.0263 0.1061 0.0347 -0.092
C -3.485409 3.421771 0.596092 -0.0829 0.0086 0.0751 -0.089
C -2.625998 2.787823 -0.288400 0.0364 -0.0171 -0.0337 -0.006
C -2.735342 1.424827 -0.494439 -0.1220 -0.0121 0.1193 -0.152
N -1.899392 0.697581 -1.351846 -0.5580 -0.2192 -0.0911 0.137
C -0.597741 0.939852 -1.600804 0.1167 -0.1734 -0.5517 -0.488
O -0.004734 1.980750 -1.420902 0.1295 0.2107 0.0895 0.075
C 0.092693 -0.279361 -2.233624 0.2986 0.5425 0.0188 -0.132
N -0.280348 -1.476536 -1.511356 0.0072 -0.2720 0.7112 -0.122
S 0.093271 -1.535725 0.128697 0.0568 -0.5468 -0.1921 0.660
O -0.631153 -0.504456 0.799907 0.2770 0.2927 -0.0866 -0.242
O -0.147072 -2.899102 0.502128 0.3466 -0.0786 -0.1809 -0.289
C 1.839062 -1.173722 0.200364 -0.6919 -0.0053 0.0673 -0.280
C 2.743719 -2.221036 0.072028 0.1277 -0.2257 -0.0319 -0.054
C 4.099474 -1.969555 0.072849 -0.0763 0.0918 -0.0190 0.008
C 4.535464 -0.651630 0.196137 -1.0386 0.4512 0.0683 -0.300
N 5.833725 -0.239555 0.207719 0.9353 -0.4224 -0.0577 0.097
C 5.947525 1.025842 0.336045 -0.6786 0.4388 0.0658 -0.611
C 7.231502 1.756078 0.381981 0.1989 0.1668 0.0121 -0.077
S 4.416500 1.913765 0.462763 0.3164 -0.3695 -0.0513 1.090
C 3.590207 0.397785 0.326187 0.2561 -0.2896 -0.0460 -0.449
C 2.229358 0.142035 0.328726 -0.0279 0.1536 0.0762 -0.061
H -4.134826 -3.644987 1.286370 -0.0414 -0.1029 0.0617 0.079
H -4.040577 -3.235831 -0.433407 -0.0427 -0.0788 -0.0867 0.080
H -2.654198 -2.932334 0.622442 0.0251 -0.0604 0.0279 0.051
H -3.960850 -1.227132 1.873597 -0.0517 0.0456 -0.1006 0.130
H -5.375563 -1.534516 0.824519 0.1647 0.0698 0.0542 0.124
H -5.316130 0.770366 1.609371 -0.0539 -0.0842 0.0162 0.108
H -5.115293 3.186236 1.961056 -0.0526 0.0373 0.0534 0.100
H -3.396277 4.484976 0.758141 0.0134 0.0902 0.0085 0.100
H -1.856066 3.337680 -0.803377 0.0340 0.0175 -0.0548 0.107
H -2.180240 -0.276253 -1.409982 0.1578 0.1369 -0.0351 0.128
H -0.246695 -0.373317 -3.269678 0.0290 -0.0321 0.1209 0.137
H 1.176426 -0.097448 -2.235095 -0.2179 0.0788 -0.0126 0.123
H 0.015542 -2.335677 -1.949599 0.0014 -0.1970 -0.0181 0.114
H 2.354628 -3.223715 -0.007523 0.0527 -0.1644 -0.0013 0.112
H 4.825664 -2.760561 -0.018264 0.0656 -0.1128 -0.0011 0.118
H 7.278803 2.484877 -0.425697 0.0625 0.0482 -0.0324 0.081
H 8.052171 1.050878 0.285092 0.0067 -0.0107 -0.0022 0.085
H 7.323430 2.295007 1.323731 0.0636 0.0407 0.0388 0.081
H 1.493553 0.923896 0.425657 -0.0786 0.1410 0.0070 0.113